A structure of composition C53H57Cl2N10NiO in a non-equilibrium geometry. Source: the Open Molecules 2025 dataset; level of theory: ωB97M-V/def2-TZVPD.

multiplicity = 3
E_LUMO (spin up / spin down) = -2.175 / -2.819 eV
charge = +1
<S²> = 2.0042
gap between HOMO and LUMO (spin up / spin down) = 8.206 / 7.493 eV
relative energy (zero: lowest compared OMol25 entry of this formula, charge and spin) = 14.9 kcal/mol
E_HOMO (spin up / spin down) = -10.38 / -10.31 eV

CARTESIAN COORDINATES (ANGSTROEM)
Ni -2.450 1.919 0.296
C 1.366 0.116 1.151
C 0.300 -0.072 0.067
O -0.738 0.832 0.191
H 2.075 0.904 0.878
H 1.957 -0.787 1.315
H 0.839 0.361 2.073
H -0.076 -1.111 0.175
H 0.663 -0.024 -0.973
N -3.544 0.015 0.257
C -3.241 -0.928 -0.623
C -3.754 -2.214 -0.616
C -4.611 -2.583 0.408
C -4.893 -1.629 1.395
C -4.390 -0.349 1.241
H -2.514 -0.655 -1.380
H -3.546 -2.950 -1.377
H -5.074 -3.560 0.433
H -5.534 -1.799 2.248
H -4.615 0.383 2.008
N -1.636 -2.173 3.764
C -1.876 -2.929 4.833
C -2.068 -4.310 4.776
C -2.093 -4.893 3.507
C -1.897 -4.103 2.382
C -1.648 -2.749 2.567
H -1.751 -2.496 5.819
H -2.119 -4.926 5.660
H -2.106 -5.965 3.356
H -1.891 -4.548 1.396
H -1.578 -2.065 1.724
N 1.697 2.931 -4.429
C 1.534 2.959 -3.096
C 1.973 1.942 -2.245
C 2.733 0.894 -2.778
C 2.858 0.865 -4.156
C 2.329 1.880 -4.942
H 0.953 3.813 -2.770
H 1.803 2.089 -1.184
H 3.077 0.074 -2.160
H 3.300 -0.035 -4.569
H 2.504 1.857 -6.010
N 3.141 -5.153 -0.053
C 3.004 -5.898 -1.145
C 1.852 -5.910 -1.926
C 0.720 -5.258 -1.463
C 0.855 -4.510 -0.301
C 2.075 -4.449 0.341
H 3.830 -6.527 -1.452
H 1.848 -6.516 -2.823
H -0.216 -5.311 -2.002
H -0.016 -4.060 0.162
H 2.165 -3.944 1.294
N 4.147 -2.644 -3.633
C 5.399 -2.165 -3.642
C 5.997 -1.612 -2.527
C 5.286 -1.549 -1.331
C 3.988 -2.018 -1.344
C 3.445 -2.564 -2.514
H 5.888 -2.198 -4.606
H 7.012 -1.240 -2.577
H 5.711 -1.024 -0.487
H 3.371 -1.874 -0.465
H 2.397 -2.839 -2.502
N 2.122 6.321 4.180
C 3.034 6.037 3.281
C 3.188 4.745 2.740
C 2.386 3.745 3.207
C 1.429 4.056 4.179
C 1.267 5.363 4.601
H 3.594 6.851 2.835
H 3.893 4.522 1.948
H 2.429 2.799 2.678
H 0.677 3.354 4.522
H 0.474 5.628 5.284
N -2.266 2.180 2.382
C -2.510 3.247 3.149
C -2.270 3.351 4.505
C -1.787 2.224 5.153
C -1.680 1.049 4.405
C -1.930 1.052 3.044
H -2.902 4.071 2.559
H -2.456 4.288 5.009
H -1.587 2.208 6.216
H -1.438 0.111 4.882
H -1.798 0.129 2.501
N -2.746 1.915 -1.782
C -3.948 1.888 -2.394
C -4.145 1.673 -3.754
C -3.015 1.515 -4.544
C -1.765 1.625 -3.965
C -1.691 1.768 -2.601
H -4.836 2.038 -1.791
H -5.153 1.764 -4.128
H -3.085 1.582 -5.624
H -0.874 1.711 -4.571
H -0.715 1.987 -2.184
N -1.388 3.814 0.148
C -1.790 4.858 -0.590
C -0.991 5.948 -0.896
C 0.311 5.965 -0.416
C 0.770 4.873 0.301
C -0.105 3.828 0.547
H -2.827 4.958 -0.891
H -1.359 6.747 -1.521
H 0.920 6.854 -0.526
H 1.764 4.798 0.716
H 0.157 3.013 1.211
N -0.522 -1.857 -5.225
C -1.345 -2.914 -5.263
C -1.688 -3.600 -4.111
C -1.163 -3.199 -2.884
C -0.271 -2.138 -2.875
C 0.022 -1.499 -4.068
H -1.716 -3.128 -6.256
H -2.328 -4.475 -4.091
H -1.460 -3.713 -1.980
H 0.173 -1.815 -1.940
H 0.731 -0.679 -4.097
C 1.978 -1.693 4.505
Cl 1.772 -2.572 6.027
Cl 2.199 0.051 4.707
H 2.903 -2.078 4.090
H 1.138 -1.866 3.841

These are the Löwdin partial charges, in e, on atoms 1 to 99: 0.72 -0.08 -0.43 -0.36 0.06 0.05 0.04 0.07 0.07 0.02 -0.13 -0.04 -0.04 -0.04 -0.12 0.10 0.10 0.12 0.11 0.11 0.06 -0.15 -0.04 -0.06 -0.07 -0.16 0.10 0.11 0.11 0.09 0.09 0.06 -0.16 -0.07 -0.06 -0.08 -0.15 0.10 0.08 0.08 0.10 0.11 0.07 -0.14 -0.06 -0.08 -0.09 -0.17 0.11 0.11 0.09 0.07 0.10 0.07 -0.15 -0.06 -0.07 -0.10 -0.16 0.11 0.10 0.11 0.09 0.09 0.06 -0.15 -0.10 -0.10 -0.07 -0.13 0.11 0.11 0.09 0.08 0.10 0.00 -0.13 -0.05 -0.04 -0.04 -0.12 0.11 0.11 0.12 0.09 0.08 -0.01 -0.12 -0.04 -0.03 -0.03 -0.12 0.11 0.11 0.12 0.11 0.09 0.01 -0.13